Computed, not measured: a molecular structure, C3H4O3 in a non-equilibrium geometry, with the ωB97M-V functional and the def2-TZVPD basis.

Atoms and positions in Å:
O: -1.5222 -0.8234 0.4126
C: -0.5832 -0.2002 -0.2673
C: -0.0369 1.1162 0.1623
O: 1.2947 0.9197 -0.1632
C: 1.3947 -0.8492 0.1519
O: 2.4624 -1.3271 0.2236
H: -1.7157 -1.6689 -0.0150
H: -0.4841 -0.4109 -1.3327
H: -0.2719 1.3017 1.2268
H: -0.5378 1.9420 -0.3989

Forces on atoms 1 to 3 (eV/Å):
O -0.2 -0.2 -0.1
C 1.0 -0.8 0.3
C 0.0 -0.5 0.1

ΔE to the lowest compared entry with this formula, charge and spin = 90.5 kcal per mole
Energy = -9314.7764 eV

---

Computed, not measured: a single C3H4O3 molecule in a non-equilibrium geometry, with the ωB97M-V functional and the def2-TZVPD basis.

Atoms and positions in Å:
C: -0.0071 -1.3901 -0.6796
C: 0.1795 -0.3679 0.2842
O: -0.3000 -0.3154 1.6330
O: -0.2548 1.0949 1.5778
C: -0.0083 1.0494 0.2524
O: 0.3103 2.1782 -0.3902
H: 0.0911 -2.4032 -0.3471
H: -0.9605 -1.4748 -1.1866
H: 0.6700 -1.1322 -1.5580
H: 0.2799 2.7611 0.4141

Forces on atoms 1 to 3 (eV/Å):
C 0.4 -1.1 -3.0
C -1.3 5.3 0.2
O 0.2 -1.0 0.3

SMILES = Cc1ooc1O
ΔE to the lowest compared entry with this formula, charge and spin = 137.4 kcal per mole
Energy = -9312.7443 eV

---

Computed, not measured: a single C3H4O3 molecule in a non-equilibrium geometry, with the ωB97M-V functional and the def2-TZVPD basis.

Atoms and positions in Å:
O: -0.7765 2.2457 -1.2415
C: -1.0089 1.2180 -0.7312
C: -1.3101 0.0469 -0.1864
O: -0.4251 -1.0189 -0.3417
C: 0.7974 -0.9005 0.3527
O: 1.6708 0.1143 -0.0585
H: -2.2593 -0.0400 0.3398
H: 1.3072 -1.8310 0.1079
H: 0.5801 -0.7964 1.4221
H: 1.4243 0.9619 0.3367

Forces on atoms 1 to 3 (eV/Å):
O -0.2 -1.0 0.6
C 0.0 0.7 -0.6
C 0.4 0.4 0.0

SMILES = O=C=COCO
ΔE to the lowest compared entry with this formula, charge and spin = 59.6 kcal per mole
Energy = -9316.1164 eV

---

Computed, not measured: a single C3H4O3 molecule in a non-equilibrium geometry, with the ωB97M-V functional and the def2-TZVPD basis.

Atoms and positions in Å:
O: 2.3696 0.4662 0.4700
C: 1.3990 0.0736 -0.1012
O: 0.6011 0.8388 -0.8969
C: -0.5647 0.7124 -0.0832
C: -0.6529 -0.8298 0.0422
O: 0.7616 -1.1171 0.1195
H: -0.2396 1.1293 0.8767
H: -1.3546 1.2685 -0.5710
H: -1.1132 -1.1789 0.9714
H: -1.1097 -1.3736 -0.8008

Forces on atoms 1 to 3 (eV/Å):
O -0.1 -0.8 -0.9
C 0.7 0.1 0.6
O 0.5 0.2 0.0

SMILES = O=C1OCCO1
ΔE to the lowest compared entry with this formula, charge and spin = 28.6 kcal per mole
Energy = -9317.4624 eV

---

Computed, not measured: a molecular structure, C3H4O3Sr in a non-equilibrium geometry, with the ωB97M-V functional and the def2-TZVPD basis.

Atoms and positions in Å:
O: -0.3203 1.3868 0.8814
C: -1.3947 0.6958 1.2098
O: -1.5254 -0.4130 0.5101
Sr: 0.3643 -0.0970 -0.6375
O: -2.1935 1.0496 2.0871
C: 1.9184 -1.6498 -2.2421
C: 2.7789 -0.6629 -2.6148
H: 1.5587 -1.4032 -3.3502
H: 2.3278 -2.4701 -1.6420
H: 2.8024 -0.1224 -3.5647
H: 3.5393 -0.2696 -1.9334

Forces on atoms 1 to 3 (eV/Å):
O 1.0 0.6 -0.3
C -1.5 0.6 1.6
O -0.1 -1.0 -0.7

ΔE to the lowest compared entry with this formula, charge and spin = 21.8 kcal per mole
Energy = -10151.4510 eV

---

Computed, not measured: a molecular structure, C3H4O3Tb in a non-equilibrium geometry, with the ωB97M-V functional and the def2-TZVPD basis.

Atoms and positions in Å:
C: -0.0892 -0.7329 0.4350
C: -1.2656 -0.5203 -0.2715
O: 1.1295 -0.9944 -0.2162
H: -0.0916 -1.0946 1.4650
H: -1.6537 0.0288 -1.1300
H: -1.7503 -1.4613 -0.5465
H: 1.5627 -1.7814 0.1431
O: -1.2447 1.9161 0.5994
C: -0.0511 1.8791 0.5877
O: 0.9801 2.0934 0.0314
Tb: 2.4738 0.6674 -1.0974

Forces on atoms 1 to 3 (eV/Å):
C 0.1 -3.3 -1.2
C 0.9 0.0 -1.1
O -2.5 1.4 0.6

2S+1 = 7
Net charge = +3
ΔE to the lowest compared entry with this formula, charge and spin = 77.2 kcal per mole
Energy = -31713.4429 eV

---

The lowest energy belongs to which entry? C3H4O3Tb

---

Which value of energy does entry 6 give? -31713.4429 eV

---

energy of number 4 (C3H4O3)? -9317.4624 eV